# 1
A 6-piece molecular cluster, C13H39O8 overall in a non-equilibrium geometry, computed with ωB97M-V/def2-TZVPD.

Last column: Mulliken charge in e.
Element x y z (Å)
1 O -0.83 0.27 -0.10  0.448
2 H 0.06 0.37 0.21  0.097
3 H -1.10 -0.56 0.19  0.121
4 H -0.85 0.32 -0.99  0.425
5 C 1.51 0.33 3.93  -0.080
6 C 0.35 -0.50 3.66  -0.599
7 O -0.58 0.05 2.79  -0.320
8 O 2.23 -0.23 5.10  -0.540
9 H 1.40 1.44 3.90  0.341
10 H 2.20 0.13 2.97  -0.118
11 H -0.16 -0.52 4.62  0.529
12 H 0.63 -1.61 3.66  0.315
13 H -0.94 0.74 3.14  0.228
14 H 2.86 0.46 5.43  0.333
15 C -0.34 -0.68 -3.76  -0.458
16 C 0.01 -2.11 -3.35  -0.024
17 O 0.91 -2.68 -4.13  -0.577
18 O -1.27 -0.08 -2.88  -0.491
19 H -0.89 -0.91 -4.66  0.526
20 H 0.48 0.10 -3.85  0.192
21 H -0.84 -2.78 -3.45  0.369
22 H 0.44 -2.26 -2.34  -0.173
23 H 1.02 -3.52 -3.70  0.367
24 H -1.72 0.28 -3.52  0.258
25 C -2.60 -3.03 2.27  -1.280
26 C -2.31 -2.97 0.82  0.413
27 C -3.28 -1.88 0.17  -1.434
28 O -0.98 -2.39 0.64  -0.455
29 H -2.25 -2.12 2.83  0.145
30 H -2.09 -3.80 2.63  0.519
31 H -3.77 -3.31 2.53  0.309
32 H -2.25 -4.00 0.30  0.377
33 H -2.97 -1.55 -0.80  0.379
34 H -3.31 -0.90 0.73  0.260
35 H -4.31 -2.35 0.18  0.418
36 H -0.38 -3.22 0.77  0.291
37 C 2.15 -1.41 0.36  -1.092
38 C 2.72 0.01 -0.01  0.031
39 C 2.94 0.18 -1.55  -0.712
40 O 1.81 1.03 0.37  -0.526
41 H 1.17 -1.65 -0.01  -0.136
42 H 1.95 -1.40 1.35  0.212
43 H 2.95 -2.07 0.30  0.652
44 H 3.67 0.01 0.53  0.533
45 H 3.50 1.18 -1.70  0.310
46 H 1.83 0.13 -1.79  -0.118
47 H 3.36 -0.76 -2.01  0.387
48 H 2.42 1.78 0.55  0.297
49 C -0.77 4.94 -1.92  -1.351
50 C 0.10 3.78 -1.15  0.346
51 C -0.41 3.71 0.31  -1.478
52 O -0.11 2.65 -1.77  -0.323
53 H -0.96 5.09 -2.88  0.515
54 H -0.44 5.88 -1.46  0.309
55 H -1.85 4.56 -1.71  0.280
56 H 1.13 4.06 -1.13  0.314
57 H 0.04 2.91 0.83  0.130
58 H -1.38 3.53 0.43  0.512
59 H -0.31 4.65 0.81  0.483
60 H 0.34 2.68 -2.71  0.320

Output
E: -30479.37111 eV
E_HOMO: -12.31 eV
net charge: +1



# 2
A 7-piece molecular cluster, C42H45N2O3 overall in a non-equilibrium geometry, computed with ωB97M-V/def2-TZVPD.

Last column: Mulliken charge in e.
Element x y z (Å)
1 O -1.48 0.46 2.34  -0.564
2 C -0.59 1.23 2.47  0.732
3 N 0.22 2.11 2.73  -0.460
4 N -0.31 3.43 2.31  -0.499
5 C -1.01 4.04 3.43  -0.755
6 C -2.39 4.60 3.00  -0.742
7 C -3.20 3.43 2.37  -0.267
8 C -4.61 3.83 1.96  -0.574
9 O -5.49 4.18 3.05  -0.367
10 C -5.70 3.09 3.84  0.181
11 O -5.45 3.13 5.00  -0.475
12 H -0.42 4.85 3.92  0.314
13 H -1.14 3.26 4.20  0.298
14 H -2.91 5.04 3.86  0.308
15 H -2.27 5.34 2.19  0.314
16 H -3.16 2.60 3.09  0.239
17 H -2.66 3.19 1.45  0.395
18 H -5.06 3.01 1.36  0.180
19 H -4.53 4.69 1.28  0.388
20 H -6.13 2.18 3.37  0.363
21 C -7.16 0.27 -0.28  -0.336
22 C -7.99 0.43 -1.38  -0.307
23 C -7.49 1.01 -2.54  -0.426
24 C -6.17 1.43 -2.59  -0.361
25 C -5.34 1.27 -1.49  -0.491
26 C -5.84 0.69 -0.33  -0.574
27 H -7.55 -0.19 0.63  0.294
28 H -9.02 0.09 -1.35  0.464
29 H -8.13 1.14 -3.40  0.378
30 H -5.78 1.89 -3.50  0.370
31 H -4.31 1.60 -1.53  0.416
32 H -5.20 0.57 0.54  0.582
33 C -10.84 -4.75 -0.09  -0.314
34 C -10.22 -5.06 -1.29  -0.384
35 C -9.25 -4.21 -1.81  -0.472
36 C -8.90 -3.05 -1.13  -0.162
37 C -9.52 -2.75 0.08  -0.077
38 C -10.49 -3.59 0.59  -0.601
39 H -11.59 -5.41 0.31  0.355
40 H -10.48 -5.96 -1.82  0.350
41 H -8.77 -4.44 -2.75  0.364
42 H -8.15 -2.39 -1.53  0.375
43 H -9.25 -1.85 0.61  0.212
44 H -10.98 -3.35 1.53  0.357
45 C 3.41 3.18 -0.34  -0.716
46 C 4.77 3.12 -0.65  -0.301
47 C 5.65 2.47 0.21  -0.523
48 C 5.18 1.88 1.37  -0.425
49 C 3.82 1.94 1.68  -0.523
50 C 2.94 2.59 0.83  0.032
51 H 2.73 3.68 -1.00  0.413
52 H 5.14 3.57 -1.56  0.493
53 H 6.71 2.43 -0.03  0.397
54 H 5.86 1.37 2.04  0.412
55 H 3.45 1.47 2.59  0.467
56 H 1.88 2.63 1.08  0.350
57 C 0.90 -3.05 0.38  -0.513
58 C 1.79 -3.55 -0.56  -0.535
59 C 2.89 -2.79 -0.95  -0.293
60 C 3.10 -1.54 -0.39  -0.643
61 C 2.21 -1.04 0.55  0.206
62 C 1.11 -1.79 0.94  -0.600
63 H 0.04 -3.64 0.68  0.390
64 H 1.63 -4.53 -0.99  0.375
65 H 3.58 -3.18 -1.69  0.414
66 H 3.95 -0.94 -0.69  0.671
67 H 2.38 -0.06 0.98  0.120
68 H 0.41 -1.40 1.67  0.336
69 C 7.16 -5.41 0.40  -0.365
70 C 8.29 -4.77 -0.07  -0.408
71 C 8.28 -3.40 -0.29  -0.491
72 C 7.13 -2.67 -0.02  -0.417
73 C 5.99 -3.31 0.45  -0.442
74 C 6.00 -4.68 0.66  -0.589
75 H 7.17 -6.49 0.57  0.358
76 H 9.19 -5.35 -0.27  0.355
77 H 9.17 -2.90 -0.66  0.364
78 H 7.12 -1.60 -0.19  0.559
79 H 5.10 -2.74 0.66  0.659
80 H 5.11 -5.18 1.03  0.392
81 C 8.63 0.04 -3.16  -0.407
82 C 7.27 0.13 -2.89  -0.302
83 C 6.59 1.31 -3.16  -0.485
84 C 7.26 2.40 -3.70  -0.464
85 C 8.62 2.31 -3.96  -0.409
86 C 9.31 1.13 -3.69  -0.411
87 H 9.16 -0.88 -2.95  0.370
88 H 6.74 -0.72 -2.48  0.502
89 H 5.53 1.39 -2.94  0.499
90 H 6.73 3.32 -3.90  0.381
91 H 9.15 3.15 -4.38  0.364
92 H 10.37 1.06 -3.90  0.359

Output
E: -53404.61316 eV
E_HOMO: -2.43 eV
net charge: -1



# 3
A 3-piece molecular cluster, C2H11N2O2 overall in a non-equilibrium geometry, computed with ωB97M-V/def2-TZVPD.

Last column: Mulliken charge in e.
Element x y z (Å)
1 C -2.01 -0.73 0.77  0.209
2 C -2.30 0.18 1.73  -0.534
3 N -1.34 1.28 1.88  -0.261
4 N -0.89 -0.85 -0.02  -0.393
5 H -2.41 -1.73 0.90  0.289
6 H -2.91 -0.05 2.58  0.357
7 H -0.60 1.11 1.20  0.261
8 H -1.80 2.18 1.70  0.367
9 H -0.92 1.38 2.82  0.373
10 H -0.39 0.00 -0.22  0.114
11 H -0.81 -1.64 -0.65  0.215
12 H 3.83 3.43 -2.91  0.310
13 H 5.19 4.22 -3.24  0.330
14 O 4.29 4.26 -2.94  -0.639
15 H 0.73 -4.69 0.11  0.329
16 H 0.01 -4.39 -1.06  0.313
17 O 0.91 -4.24 -0.73  -0.638

Output
E: -9319.53263 eV
E_HOMO: -13.35 eV
net charge: +1



Which formula does entry 3 have? C2H11N2O2



Look up the E of the third one. -9319.53263 eV